Run one
{"formula": "C3H6ClN", "method": "wB97M-V/def2-TZVPD", "e_lumo_ev": 0.955, "charge": 0, "e_homo_ha": -0.33224, "symbols": ["C", "C", "C", "H", "H", "H", "H", "H", "H", "N", "Cl"], "xyz": [[0.528, 0.021, 0.992], [-0.467, -0.391, -0.176], [-0.544, -1.262, -1.166], [1.101, 1.495, -0.478], [0.354, 2.212, 0.702], [1.390, -0.716, 1.139], [-0.099, 0.316, 1.972], [-1.468, 0.174, 0.116], [0.288, -1.963, -1.372], [0.906, 1.453, 0.524], [-1.987, -1.340, -2.254]]}


Run two
{"formula": "C3H6ClN", "method": "wB97M-V/def2-TZVPD", "e_lumo_ev": [0.388, -0.990], "charge": 0, "e_homo_ha": [-0.32139, -0.29835], "symbols": ["C", "C", "C", "N", "Cl", "H", "H", "H", "H", "H", "H"], "xyz": [[1.586, 0.550, 0.080], [-0.785, -0.864, -0.393], [-1.855, 0.008, 0.224], [2.810, 0.681, 0.229], [4.060, -0.427, -0.176], [-0.537, -0.611, -1.424], [0.921, 1.439, 0.493], [-0.048, -1.374, 0.109], [-1.222, 0.832, 0.329], [-2.316, -0.354, 1.056], [-2.615, 0.121, -0.526]]}


Run three
{"formula": "C3H6ClN", "method": "wB97M-V/def2-TZVPD", "e_lumo_ev": 0.875, "charge": 0, "e_homo_ha": -0.36374, "symbols": ["C", "C", "C", "N", "Cl", "H", "H", "H", "H", "H", "H"], "xyz": [[0.664, -0.244, -0.003], [0.606, -1.965, 0.113], [-0.343, 1.881, 0.073], [-0.347, 0.437, 0.136], [2.267, 0.423, -0.182], [0.417, -2.238, 1.070], [-0.218, -2.354, -0.511], [1.516, -2.404, -0.142], [0.264, 2.366, -0.708], [0.175, 2.194, 0.904], [-1.401, 2.282, 0.238]]}


Which structure is the most stable? The one labeled run three.


Run one
{"formula": "C3H6ClN", "method": "wB97M-V/def2-TZVPD", "e_lumo_ev": 0.784, "charge": 0, "e_homo_ha": -0.33086, "symbols": ["C", "C", "C", "N", "Cl", "H", "H", "H", "H", "H", "H"], "xyz": [[-1.979, 1.111, 1.330], [-2.426, 0.042, 0.802], [1.590, 0.498, -0.405], [-2.227, 0.076, 2.220], [-0.677, -0.618, 2.913], [1.118, -0.282, -1.022], [-1.763, 2.100, 1.477], [-2.566, -0.720, 0.175], [2.538, 0.738, -0.829], [0.995, 1.465, -0.297], [1.689, 0.001, 0.563]]}


Run two
{"formula": "C3H6ClN", "method": "wB97M-V/def2-TZVPD", "e_lumo_ev": 0.535, "charge": 0, "e_homo_ha": -0.33836, "symbols": ["C", "C", "C", "H", "H", "H", "H", "H", "H", "N", "Cl"], "xyz": [[0.546, -0.092, -0.323], [0.188, 1.012, 0.599], [-0.912, 0.486, -0.407], [1.439, -2.153, -0.794], [-0.661, -1.786, 0.596], [1.406, 0.165, -0.917], [-0.069, 1.164, 1.757], [0.642, 2.076, 0.268], [-1.350, 1.059, -1.319], [0.822, -1.425, 0.381], [-2.050, -0.506, 0.159]]}


Which structure is the most stable? The one labeled run one.


Run one
{"formula": "C2H6N4S", "method": "wB97M-V/def2-TZVPD", "e_lumo_ev": 0.268, "charge": 0, "e_homo_ha": -0.32847, "symbols": ["C", "C", "H", "H", "H", "H", "H", "H", "N", "N", "N", "N", "S"], "xyz": [[-0.865, -0.150, -0.671], [1.801, 0.711, 1.441], [-1.117, 0.144, -2.796], [-1.814, -1.384, -1.971], [-1.571, -1.703, 0.126], [-0.169, 1.392, 1.795], [1.994, 0.949, 2.639], [1.476, -0.788, -0.370], [-1.348, -0.615, -1.889], [-1.056, -0.832, 0.461], [0.617, 1.487, 1.070], [2.160, -0.609, 0.691], [-0.108, 1.398, -0.525]]}


Run two
{"formula": "C2H6N4S", "method": "wB97M-V/def2-TZVPD", "e_lumo_ev": [-2.141, -2.142], "charge": 0, "e_homo_ha": [-0.30475, -0.30479], "symbols": ["C", "C", "N", "N", "N", "N", "S", "H", "H", "H", "H", "H", "H"], "xyz": [[0.261, 0.722, 0.597], [0.358, -0.797, 0.728], [-0.604, 1.351, 1.349], [-0.052, 0.961, -0.944], [-1.419, 0.793, -1.284], [-2.195, 1.663, -0.640], [-3.748, 1.386, -0.665], [1.360, 1.016, 0.609], [0.729, -1.107, 1.725], [1.167, -1.175, 0.053], [-0.638, -1.192, 0.478], [0.137, 2.052, -0.949], [-1.764, 0.042, -1.882]]}


Run three
{"formula": "C2H6N4S", "method": "wB97M-V/def2-TZVPD", "e_lumo_ev": [-1.815, -1.764], "charge": 0, "e_homo_ha": [-0.34567, -0.33635], "symbols": ["C", "C", "N", "N", "N", "N", "S", "H", "H", "H", "H", "H", "H"], "xyz": [[1.325, -2.069, 0.922], [-1.736, -2.069, -0.608], [1.993, -3.019, 1.084], [-1.091, 0.534, -0.489], [0.928, 2.891, 0.139], [0.677, -1.032, 0.500], [-0.850, -0.790, 0.153], [-1.670, -3.072, -0.299], [-2.654, -1.861, -1.056], [-0.351, 1.358, -0.492], [1.540, 2.483, 0.799], [1.297, 2.832, -0.781], [0.592, 3.813, 0.128]]}


Which structure is the most stable? The one labeled run three.


Run one
{"formula": "C4H10NOP", "method": "wB97M-V/def2-TZVPD", "e_lumo_ev": 0.669, "charge": 0, "e_homo_ha": -0.30255, "symbols": ["C", "C", "C", "C", "N", "O", "P", "H", "H", "H", "H", "H", "H", "H", "H", "H", "H"], "xyz": [[-0.881, -0.303, -2.234], [0.795, -1.596, 0.191], [1.225, -0.130, -0.020], [-0.370, 1.180, 1.488], [-0.120, 0.802, 0.187], [-1.403, 2.074, 1.440], [-1.352, 0.766, -0.945], [-1.574, -0.472, -3.078], [-0.110, -1.089, -2.410], [1.474, -2.371, -0.283], [0.742, -1.868, 1.343], [-0.177, -1.829, -0.105], [1.931, 0.118, 0.645], [1.561, -0.060, -0.973], [-0.622, 0.519, 2.250], [0.453, 1.720, 1.897], [-1.572, 2.540, 0.607]]}


Run two
{"formula": "C4H10NOP", "method": "wB97M-V/def2-TZVPD", "e_lumo_ev": 0.922, "charge": 0, "e_homo_ha": -0.34291, "symbols": ["C", "C", "C", "C", "N", "O", "P", "H", "H", "H", "H", "H", "H", "H", "H", "H", "H"], "xyz": [[0.114, -0.260, -0.942], [1.187, -0.028, 0.110], [1.664, 1.366, -0.051], [1.370, -1.028, 0.979], [-2.391, -0.996, 0.337], [-1.402, 1.381, 0.727], [-1.485, 0.353, -0.281], [0.259, 0.173, -1.841], [0.068, -1.395, -1.259], [2.640, 1.424, 0.550], [0.770, 2.103, 0.219], [1.953, 1.629, -1.033], [-3.094, -0.572, 0.933], [2.114, -0.934, 1.859], [0.914, -1.940, 0.960], [-2.469, -1.963, 0.107], [-2.213, 0.687, -1.374]]}


Run three
{"formula": "C4H10NOP", "method": "wB97M-V/def2-TZVPD", "e_lumo_ev": 0.802, "charge": 0, "e_homo_ha": -0.31198, "symbols": ["C", "C", "C", "C", "N", "O", "P", "H", "H", "H", "H", "H", "H", "H", "H", "H", "H"], "xyz": [[-0.958, 0.573, 0.571], [-1.614, -1.574, -0.094], [0.674, -1.170, 0.356], [0.989, 2.247, -0.518], [-0.607, -0.644, 0.290], [-2.043, 1.069, 0.479], [0.479, 1.713, 1.169], [-2.519, -1.317, 0.396], [-1.836, -1.515, -1.089], [-1.344, -2.543, 0.169], [0.890, -1.656, -0.701], [1.368, -0.380, 0.441], [0.844, -1.908, 1.079], [1.579, 3.108, -0.681], [0.099, 2.203, -1.125], [1.499, 1.260, -0.844], [-0.492, 2.861, 1.350]]}


Which structure is the most stable? The one labeled run two.